Entry 1:
# C27H35BaF2N8O4S3

A structure of composition C27H35BaF2N8O4S3 at a distorted geometry (ωB97M-V with the def2-TZVPD basis set, OMol25).

Values from the calculation:
Energy above the lowest of the compared OMol25 structures with the same formula, charge and spin ... 77.0 kJ/mol

```
! RIJCOSX wB97M-V def2-TZVPD def2/J DEFGRID3
* xyz -1 1
C -2.58 -0.77 3.38
C -3.29 -2.09 -2.99
O 0.23 -2.49 1.30
N 2.70 -1.85 3.40
C -3.14 0.19 -2.53
F 3.81 -1.13 -0.88
N -1.43 -1.52 -0.05
H 0.73 3.80 5.49
C 2.62 -0.55 3.82
C -0.49 -4.75 -1.66
H 1.92 -6.24 -4.41
C 1.23 -3.09 -1.40
C -0.75 -0.87 4.88
C 1.05 3.15 -3.81
C 1.41 -4.73 -3.14
H -1.01 2.91 -4.43
S -0.82 -2.93 0.38
H 3.65 -2.19 3.29
N -2.62 -2.38 -1.89
C -0.23 3.66 2.12
H -0.26 3.43 0.12
H -2.80 -1.09 2.36
C 1.57 2.00 -4.68
H -2.74 2.27 0.77
C 0.20 -5.29 -2.73
H 3.66 -2.31 0.70
H 3.07 2.41 5.61
H 3.03 3.90 -3.34
C -2.19 -1.34 -1.14
N -0.77 3.91 0.91
H -1.01 4.87 0.72
C 3.33 -1.27 0.46
H 2.31 4.63 -4.78
H 2.15 -2.02 2.56
N -2.47 -0.05 -1.42
C -3.59 -0.80 -3.38
H -3.13 -1.44 4.06
H 1.75 5.11 -3.17
S 3.63 0.06 5.10
H 3.07 -5.04 -4.27
C 1.92 -3.62 -2.47
H -2.68 1.02 4.58
C 0.81 2.65 -2.44
C 0.03 -3.64 -1.00
H 2.86 -3.17 -2.77
H -4.14 0.69 3.62
S -0.46 4.70 3.51
H 2.48 1.58 -4.26
H -4.28 1.86 1.60
Ba 0.52 0.10 0.78
C -0.25 3.70 -4.41
C 2.78 1.55 5.03
C 0.52 3.63 4.45
H 0.23 -1.34 4.92
H 1.67 -2.25 -0.86
H -4.13 -0.59 -4.29
N 2.09 -5.25 -4.25
H 0.83 1.20 -4.73
H -3.21 0.58 0.96
C 0.92 2.59 3.68
F 4.29 -0.50 1.22
O -1.18 -0.93 3.54
H -0.20 -6.15 -3.25
N 0.49 2.61 2.38
H 1.77 2.35 -5.70
C 2.10 4.27 -3.77
O -1.76 -3.91 0.86
C -3.04 0.66 3.60
C -3.24 1.56 1.43
H -3.61 -2.95 -3.58
O -2.52 1.57 2.66
H -3.33 1.24 -2.74
C 0.59 2.23 -1.31
N 1.73 0.29 3.40
H -1.43 -5.16 -1.33
H -0.08 4.05 -5.43
H -0.63 4.53 -3.81
H -1.44 -1.43 5.53
H -0.67 0.15 5.25
C 1.82 1.49 4.08
*
```

---

Entry 2:
# C27H35BiF3N5O3SSeSi

A structure of composition C27H35BiF3N5O3SSeSi at a distorted geometry (ωB97M-V with the def2-TZVPD basis set, OMol25).

Values from the calculation:
Energy above the lowest of the compared OMol25 structures with the same formula, charge and spin ... 194.6 kJ/mol

```
! RIJCOSX wB97M-V def2-TZVPD def2/J DEFGRID3
* xyz 2 1
H 3.83 -1.14 -4.15
H -4.97 -0.71 -2.26
H 2.26 -1.96 -3.62
H 0.30 -2.24 2.15
H -3.92 -2.04 2.76
H 2.50 -2.99 -1.30
F -0.31 3.19 -6.53
C -0.37 3.42 -2.86
C -4.77 0.36 0.99
N -0.36 -2.10 1.35
H 5.90 -0.29 -3.06
H -1.98 -5.75 -1.19
C 2.99 -1.12 -3.45
H -7.39 -0.17 -1.84
H -6.39 1.18 2.05
S -3.70 0.36 2.40
C 3.57 -2.79 -1.14
H -0.93 -4.13 0.95
C -4.49 -1.16 3.09
C -0.38 2.88 -4.13
C 1.94 1.59 3.38
Se 2.98 -0.01 0.15
H -3.38 -0.51 -0.45
H 5.47 0.49 4.79
C 5.42 -0.41 -2.00
N -0.19 1.18 -1.97
C -0.32 3.81 -5.31
C -6.11 0.62 1.17
H 5.30 2.73 3.39
C -7.09 0.30 0.16
C 1.48 4.21 2.53
C -6.66 -0.12 -1.06
H -0.67 1.04 -5.29
C -5.34 -0.41 -1.24
H 3.62 -1.11 4.70
C 2.77 3.81 2.79
C 2.13 0.28 3.93
H 5.35 0.66 -1.66
H -0.49 3.42 2.15
H 1.26 5.20 2.27
H 2.59 -0.08 -3.62
H 3.62 4.50 2.73
H -0.93 -5.65 0.19
Si 3.73 -1.14 -1.75
C 4.51 0.81 4.27
H -8.14 0.42 0.41
N 0.70 1.97 3.02
Bi 0.28 -0.25 0.05
N -0.54 -3.26 0.56
H -4.37 -1.15 4.20
F 0.79 4.60 -5.20
H 0.21 -0.20 4.07
C -0.39 -3.19 -0.75
H -5.60 -1.11 2.87
C -0.47 1.49 -4.31
O -2.34 -0.32 2.02
H 4.08 -3.56 -1.66
H 1.28 -1.29 4.67
C -0.39 0.67 -3.22
C 3.02 2.50 3.25
O -0.45 -4.29 -1.43
C -4.42 -0.24 -0.25
C 0.49 3.24 2.56
H 3.83 -2.90 -0.08
H -0.66 -0.40 -3.32
C 3.40 -0.12 4.33
H -1.23 -1.69 1.77
H -0.14 4.52 -2.73
O -0.12 -2.10 -1.37
C -0.18 2.54 -1.83
F -1.41 4.68 -5.27
C 4.39 2.07 3.71
H 0.00 2.82 -0.80
C -0.94 -5.51 -0.93
N 1.10 -0.64 3.89
H 6.17 -0.96 -1.44
H -0.27 -6.34 -1.25
*
```

---

Entry 3:
# C27H35BiN9SSe3Te2

A structure of composition C27H35BiN9SSe3Te2 at a distorted geometry (ωB97M-V with the def2-TZVPD basis set, OMol25).

Values from the calculation:
Energy above the lowest of the compared OMol25 structures with the same formula, charge and spin ... 0.0 kJ/mol

```
! RIJCOSX wB97M-V def2-TZVPD def2/J DEFGRID3
* xyz -1 1
C -3.21 5.76 -4.89
H 0.94 -2.16 -1.05
C 2.76 -4.40 -1.04
C -1.40 1.54 -0.27
Se -0.65 -2.65 1.83
H -1.40 -0.75 -3.71
Bi 1.00 -0.88 3.15
N -2.12 -0.11 3.95
H -3.42 7.86 -4.44
N 1.81 0.10 -0.98
C 2.29 -0.94 -0.25
H 3.80 -2.92 -2.23
H 1.02 2.71 2.42
H 1.98 -4.60 -1.80
Te 2.90 -0.31 6.97
H -2.08 1.15 -1.01
H -0.54 -2.12 -4.38
H 0.00 4.41 0.90
C 0.91 0.04 -2.11
H -3.65 -2.79 3.41
N 1.84 -2.15 -0.61
N -1.86 5.08 -1.10
H -2.90 3.67 -5.12
C -2.32 -1.38 4.22
N -3.47 -1.83 3.64
H -2.77 -3.73 5.69
C 4.03 -3.87 -1.72
C -0.24 3.35 0.78
H 6.04 -3.24 -1.21
C -2.41 4.40 -3.14
H 2.44 0.18 -3.64
C 5.17 -3.72 -0.74
C -1.09 2.89 -0.22
H -1.01 -0.39 0.66
H 4.90 -3.09 0.11
C -0.70 -3.99 6.12
H 0.30 0.83 -4.76
C 0.34 -3.19 5.79
H -1.77 5.62 -0.28
C -1.43 -2.24 4.98
H 5.50 -4.68 -0.32
Te 2.09 2.11 6.07
C -3.14 6.88 -4.05
C 1.52 -0.41 -3.45
C -2.70 6.79 -2.75
C -4.00 -0.77 2.94
H 2.21 0.98 -0.72
C -0.81 0.69 0.65
Se 3.45 -1.38 4.77
S 3.41 -0.67 0.99
H -2.66 7.68 -2.10
N -0.13 -2.12 5.08
C -3.15 0.26 3.16
H 4.30 -4.56 -2.53
H 1.88 -1.44 -3.41
H 1.40 -3.30 5.96
H 1.09 -0.50 -5.54
C 0.55 -0.22 -4.63
N 0.09 1.11 1.54
H 2.85 -3.25 0.83
H 1.29 -3.80 0.49
H 0.06 -0.59 -1.88
H 0.47 1.04 -2.21
H -1.35 -0.99 -5.42
H -3.24 1.29 2.84
Se 0.06 1.36 4.98
C -2.85 4.51 -4.46
H -3.54 5.93 -5.90
H -0.76 -4.93 6.65
C -0.73 -1.05 -4.53
C 0.33 2.42 1.64
H -4.88 -0.89 2.32
C -1.66 3.73 -1.25
C 2.19 -3.43 0.00
C -2.35 5.54 -2.31
H 2.97 -5.36 -0.57
N -1.97 3.28 -2.44
N -1.82 -3.39 5.62
*
```

---

Entry 4:
# C27H35Cl2NO10Si2

A structure of composition C27H35Cl2NO10Si2 at a distorted geometry (ωB97M-V with the def2-TZVPD basis set, OMol25).

Values from the calculation:
E_tot ... -91323.585 eV

```
! RIJCOSX wB97M-V def2-TZVPD def2/J DEFGRID3
* xyz 0 1
H 3.60 0.16 1.15
C 6.27 3.29 -4.07
C -5.76 1.00 2.77
O 1.81 -2.56 -7.67
C -2.40 1.92 3.35
C 7.42 2.34 -4.06
O 8.54 2.73 -4.35
H -4.17 -0.02 5.38
H 3.75 -1.63 1.95
H 1.95 -0.01 -4.01
H -3.34 1.66 3.99
C -3.47 -0.91 5.05
C 1.88 -3.51 -4.25
C -4.75 0.93 1.48
H -7.97 2.11 3.25
O 5.64 -0.77 -3.04
C 1.91 -1.37 0.60
H -3.75 -4.06 3.43
Si -0.94 -1.21 0.00
O -2.43 -0.28 0.02
H -8.11 3.26 0.74
C -7.16 2.57 0.94
C 1.85 -2.47 -6.45
C 3.05 -0.74 1.65
C 4.76 1.49 -3.43
H -5.60 0.52 3.82
H -2.66 2.88 2.71
H 1.89 -0.38 -7.56
H 0.86 3.28 4.08
H -2.22 -2.32 2.69
H 7.99 0.26 -3.66
O 1.91 -2.07 -2.39
Cl 1.49 -3.08 1.27
H -0.51 3.86 2.83
H 2.29 -1.40 -0.51
H -4.97 -3.78 4.94
O 6.54 4.61 -4.39
C -7.11 1.93 2.44
C 0.60 -0.34 0.76
H 4.19 3.57 -3.78
C 7.14 0.94 -3.68
H -5.28 -1.65 3.69
H -0.61 1.35 4.70
C 1.92 -0.99 -4.49
H -3.04 -3.52 5.09
C -4.99 1.64 0.03
H 1.91 -4.25 -2.50
Cl 0.84 1.26 -0.17
C 5.91 0.54 -3.39
C 1.90 -2.17 -3.61
C 1.86 -3.65 -5.57
O -1.84 0.81 2.57
C 1.90 -1.12 -5.81
O 1.89 -4.62 -3.41
H -3.79 -2.54 1.67
H -3.33 -1.58 6.03
C -4.13 -1.84 3.84
H 0.49 -0.17 1.92
H 1.84 -4.62 -6.05
H -0.48 4.51 4.62
H -1.25 -2.52 0.59
H 2.54 -0.33 2.63
H 4.68 -0.81 -2.87
Si -3.06 -0.06 1.65
C -0.26 3.58 3.95
H 7.51 4.64 -4.56
N -6.22 2.46 -0.21
C 5.03 2.89 -3.77
H -0.66 -1.49 -1.43
C -3.27 -1.80 2.44
C -4.00 -3.42 4.40
O 1.92 -0.02 -6.65
H -2.40 -0.54 4.75
H -4.18 1.54 -0.83
O 3.63 1.09 -3.17
H -1.76 2.66 5.47
C -1.22 2.34 4.45
*
```

---

Entry 5:
# C27H35EuF5N4OP2Te

A structure of composition C27H35EuF5N4OP2Te at a distorted geometry (ωB97M-V with the def2-TZVPD basis set, OMol25).

Values from the calculation:
Energy above the lowest of the compared OMol25 structures with the same formula, charge and spin ... 0.0 kJ/mol

```
! RIJCOSX wB97M-V def2-TZVPD def2/J DEFGRID3
* xyz 0 8
H -5.07 2.84 -3.67
H -1.00 1.87 -5.04
F 6.77 -2.39 7.37
F 5.62 -4.05 5.40
C 2.46 -4.05 2.51
H -0.19 -0.81 4.05
H -1.40 3.30 -4.08
H -3.44 1.92 -4.16
O 4.84 -1.44 5.61
N -3.94 0.52 -1.43
H 0.93 0.39 2.35
C -5.47 -1.12 -1.75
H 2.70 -4.70 1.66
P 0.06 1.92 -2.78
C 1.91 2.65 -4.85
H 2.29 -0.34 0.63
H 0.13 -3.18 4.45
C 2.66 3.79 -5.14
H -2.55 0.45 -3.74
H 1.42 4.35 -2.09
H -6.33 5.16 -3.00
C 0.46 -2.74 3.49
C -5.08 0.14 -2.16
P -2.81 1.81 -1.75
H 3.92 -0.86 2.16
C 1.76 4.04 -3.06
H 4.40 -3.09 2.90
H 1.24 -0.37 -1.41
C -3.62 -0.54 -0.56
H 1.66 -2.74 -2.74
H -0.07 -1.36 6.68
H 0.85 -2.30 -5.31
C -4.10 4.07 -0.79
H 0.03 0.27 -5.42
H 0.89 0.18 6.83
C 1.94 -1.18 1.25
C -5.58 4.63 -2.42
C 1.27 -1.82 -3.14
H -5.50 0.80 -2.90
C 0.93 -0.92 6.81
H -0.14 -0.58 1.36
N -4.03 3.09 -1.79
F 4.96 -4.34 7.99
C 3.14 -1.63 2.05
H 3.21 3.97 -6.05
C -4.95 3.45 -2.79
F 3.19 -3.44 6.23
C 1.07 -0.64 -2.45
H 1.61 -1.96 0.55
C -4.55 -1.55 -0.73
C 0.94 -3.75 2.49
N 1.36 2.79 -3.57
C 3.39 -2.87 2.52
H -5.32 5.90 -0.57
N 0.56 0.33 -3.33
H 0.64 -3.48 1.47
C 2.56 4.67 -4.01
C 0.72 -0.65 2.05
C -2.59 1.54 -3.58
C -5.04 5.02 -1.15
Eu 2.63 -1.30 5.09
H 1.74 1.76 -5.43
H 2.69 -4.66 3.40
C -1.28 2.21 -4.03
F 4.11 -1.84 8.15
C 0.85 -1.59 -4.49
H 3.01 5.65 -3.91
H -2.77 -0.45 0.09
H 0.44 -4.70 2.72
C 0.33 -1.41 3.29
H -6.32 -1.68 -2.12
H 1.40 -1.30 7.73
H -3.45 3.99 0.07
C 0.43 -0.27 -4.58
Te 5.03 -2.86 6.78
H -4.56 -2.50 -0.21
*
```

---

Entry 6:
# C27H35GeSi

A structure of composition C27H35GeSi (ωB97M-V with the def2-TZVPD basis set, OMol25).

Values from the calculation:
E_tot ... -92953.062 eV

```
! RIJCOSX wB97M-V def2-TZVPD def2/J DEFGRID3
* xyz 1 1
H 1.52 5.88 -3.10
H 2.84 1.08 -3.16
C 1.32 2.49 -2.47
H -1.05 -1.63 1.83
H -5.89 2.59 1.08
C 2.11 -2.71 0.12
C 0.79 -3.53 2.89
H 0.05 4.24 -2.07
H -2.93 -4.13 1.31
H -1.80 -5.34 1.90
C 3.95 -3.10 2.58
H 0.96 -3.50 3.98
H 2.38 -0.39 3.55
H 2.88 -3.39 -0.26
H -3.99 1.02 0.76
H -0.16 -0.43 -0.01
C 0.49 1.55 -1.69
C 0.73 -0.36 -3.30
H 1.07 0.32 -4.09
H 4.06 -3.07 3.67
C -4.90 2.98 0.87
H 0.87 -0.30 2.61
H 1.14 -3.15 -0.13
C -4.71 4.37 0.75
C -3.42 4.86 0.52
H -0.57 -3.48 -3.02
C 1.78 4.81 -3.19
C -0.36 2.10 -0.67
H -1.67 0.58 0.28
C 0.98 3.87 -2.54
H -1.34 4.40 0.18
H -1.58 -1.87 4.65
C -1.92 -2.80 4.17
H 0.96 -4.58 2.57
C 1.94 -0.56 2.56
C 0.52 -1.70 -3.61
H -5.58 5.05 0.81
H 0.87 -2.11 -4.55
C 0.43 0.13 -2.00
H 2.43 0.11 1.84
H -0.10 3.15 -0.47
C -1.46 1.63 0.05
C -0.07 -0.77 -1.04
C -0.20 -2.51 -2.71
H -0.92 -2.71 -0.67
H 2.20 -1.75 -0.41
H -3.00 -2.72 4.03
H 3.39 5.11 -4.62
C -1.86 -4.34 1.46
H -1.42 -4.41 0.45
H 3.92 2.67 -4.77
H -1.73 -3.62 4.87
C 2.46 2.11 -3.23
H 4.09 -4.14 2.24
H 4.73 -2.47 2.13
Si -1.03 -3.03 2.53
C -2.52 2.57 0.44
H -3.26 5.93 0.46
C -3.83 2.10 0.71
C -0.47 -2.05 -1.42
C 3.15 3.01 -4.06
C -2.34 3.99 0.37
Ge 2.20 -2.43 2.05
C 2.85 4.38 -4.00
*
```

---

M for every record listed, in sequence, given in Da: 807.154, 882.696, 1218.767, 660.652, 868.106, 460.273.